No. 1
67
Properties=species:S:1:pos:R:3 method="wB97M-V/def2-TZVPD" multiplicity=1 e_homo_ev=-3.75 total_charge=-1 mol_weight_g_mol=460.62 orbital_gap_ev=6.0118
C 2.254 1.320 1.622
C 3.152 0.328 2.077
P 3.193 -1.310 1.027
C 2.567 -2.344 2.508
C 1.975 -3.766 2.134
C 0.913 -3.768 0.949
S -0.819 -3.729 1.598
C -1.758 -2.317 0.895
S -2.849 -2.689 -0.344
N -1.683 -0.955 1.323
C -0.768 -0.732 2.463
C -1.166 0.616 3.254
C -1.509 0.014 0.224
C -0.362 -0.313 -0.825
H 1.543 1.863 2.320
H 2.214 1.588 0.522
H 3.800 0.520 2.980
H 4.591 -1.454 1.387
H 3.240 -2.507 0.200
H 1.807 -1.038 0.690
H 3.564 -0.513 -0.159
H 1.853 -1.751 3.165
H 3.475 -2.542 3.172
H 1.414 -4.135 3.055
H 2.802 -4.516 1.970
H 1.104 -2.995 0.157
H 1.028 -4.771 0.427
H -0.814 -1.544 3.248
H 0.301 -0.625 2.105
H -1.636 0.321 4.245
H -1.999 1.118 2.678
H -0.288 1.287 3.438
H -2.474 0.089 -0.366
H -1.322 1.072 0.588
H 0.207 -1.259 -0.637
H -0.809 -0.304 -1.862
H 0.409 0.519 -0.818
C -6.462 -2.917 -1.558
C -5.337 -2.868 -2.572
O -5.708 -3.547 -3.783
C -6.504 -2.861 -4.606
O -6.919 -1.745 -4.430
O -6.784 -3.644 -5.660
C -7.702 -3.059 -6.580
H -6.783 -3.948 -1.390
H -6.139 -2.490 -0.607
H -7.336 -2.363 -1.906
H -4.467 -3.391 -2.175
H -5.029 -1.842 -2.782
H -7.373 -2.069 -6.896
H -8.697 -3.009 -6.134
H -7.747 -3.705 -7.457
C 5.037 4.093 2.223
C 3.996 4.122 1.122
O 3.721 5.473 0.711
C 4.623 6.023 -0.105
O 5.619 5.495 -0.525
O 4.238 7.285 -0.359
C 5.165 8.017 -1.154
H 4.738 4.741 3.051
H 5.168 3.077 2.599
H 6.003 4.455 1.866
H 3.060 3.712 1.499
H 4.296 3.510 0.269
H 5.411 7.483 -2.072
H 6.068 8.225 -0.578
H 4.697 8.965 -1.420


No. 2
76
Properties=species:S:1:pos:R:3 method="wB97M-V/def2-TZVPD" multiplicity=1 e_homo_ev=-7.12 de_lowest_kj_mol=244.3 mol_weight_g_mol=644.18 orbital_gap_ev=1.2305
C -2.641 -2.938 -0.913
C -1.685 -1.881 -0.119
O -2.411 -1.541 1.098
C -1.542 -0.841 2.018
C -1.811 0.767 1.844
C -0.382 1.490 2.063
C -0.119 2.493 0.822
C 0.070 4.025 1.383
P 0.334 5.091 -0.209
C -1.358 5.051 -1.067
C -1.317 4.016 -2.328
O -0.298 3.934 -3.039
Cl -2.863 3.001 -2.619
H -3.090 -3.636 -0.118
H -3.470 -2.299 -1.390
H -2.020 -3.525 -1.681
H -1.448 -0.954 -0.770
H -0.707 -2.440 0.104
H -1.748 -1.129 3.110
H -0.458 -1.099 1.699
H -2.549 1.134 2.646
H -2.270 0.925 0.807
H 0.514 0.775 2.110
H -0.424 2.128 3.032
H -0.962 2.494 0.016
H 0.851 2.284 0.236
H 0.944 4.120 2.112
H -0.938 4.334 1.859
H 1.330 4.332 -0.927
H -2.184 4.642 -0.341
H -1.735 6.050 -1.472
N 0.954 -3.212 2.052
O 1.180 -3.163 0.829
O 1.289 -2.259 2.787
O 0.391 -4.203 2.540
Be -4.302 -3.484 -3.004
C 1.146 -1.204 5.534
N 0.413 -0.014 5.031
O 1.066 0.979 4.758
O -0.809 -0.113 4.924
H 2.208 -0.969 5.575
H 0.761 -1.430 6.528
H 0.957 -2.024 4.837
C -6.315 2.851 0.261
C -4.970 3.428 0.593
N -3.903 3.889 0.865
H -7.102 3.537 0.579
H -6.395 2.691 -0.815
H -6.446 1.896 0.774
C 1.796 -0.791 -2.127
C 2.968 -1.539 -1.505
C 4.282 -0.759 -1.574
C 4.789 -0.461 -2.988
C 5.007 -1.690 -3.871
C 6.067 -2.636 -3.328
H 1.954 -0.606 -3.193
H 0.878 -1.380 -2.026
H 1.640 0.168 -1.630
H 3.077 -2.517 -1.985
H 2.736 -1.737 -0.454
H 5.048 -1.313 -1.020
H 4.159 0.194 -1.045
H 5.733 0.091 -2.908
H 4.089 0.215 -3.492
H 5.316 -1.353 -4.867
H 4.067 -2.233 -4.010
H 7.032 -2.125 -3.228
H 6.204 -3.480 -4.012
H 5.787 -3.041 -2.350
Br -1.306 1.553 -1.612
Mg -1.511 2.271 4.687
F 5.276 -5.029 -2.729
F 1.392 2.129 -1.782
O -6.525 -4.052 -0.849
H -6.204 -3.860 0.042
H -7.486 -4.020 -0.763


No. 3
97
Properties=species:S:1:pos:R:3 method="wB97M-V/def2-TZVPD" multiplicity=1 e_homo_ev=-8.94 mol_weight_g_mol=945.86 orbital_gap_ev=6.5693
Be -1.477 1.671 1.362
O -0.090 0.443 2.163
C 0.331 -0.051 0.904
C 0.111 0.822 -0.448
O -1.031 1.619 -0.593
H -0.207 -0.993 0.794
H 1.404 -0.233 0.955
H 0.167 0.150 -1.304
H 0.939 1.526 -0.379
C 1.723 -0.066 3.528
N 3.128 -0.375 3.058
O 3.402 -1.549 2.705
O 3.963 0.510 2.983
H 1.866 0.426 4.490
H 1.081 -0.941 3.629
H 1.389 0.658 2.784
C -0.150 -0.091 -2.980
N -1.338 -0.322 -3.866
O -1.540 0.458 -4.762
O -2.074 -1.241 -3.601
H 0.202 -1.100 -2.766
H -0.642 0.311 -2.094
H 0.588 0.540 -3.476
C -0.991 -0.649 4.026
N -0.389 -2.008 4.342
O -1.174 -2.963 4.521
O 0.814 -2.127 4.386
H -0.347 -0.072 3.363
H -1.108 -0.139 4.982
H -1.990 -0.672 3.591
C 0.275 -3.810 -0.556
C 0.387 -2.284 -0.572
O -0.631 -1.857 -1.433
S -1.309 -2.990 -2.354
O -0.477 -3.246 -3.584
O -2.749 -2.774 -2.388
O -0.912 -4.135 -1.200
H 0.241 -4.207 0.459
H 1.033 -4.200 -1.235
H 1.391 -1.932 -0.812
H 0.308 -1.876 0.436
C -1.738 -1.620 1.558
C -2.406 -2.268 0.337
O -3.707 -2.161 0.345
S -4.251 -2.089 1.857
O -4.292 -3.493 2.325
O -5.411 -1.199 2.048
O -2.834 -1.303 2.348
H -1.390 -0.607 1.359
H -1.137 -2.320 2.139
H -1.884 -3.223 0.270
H -2.001 -1.826 -0.573
C 1.774 2.882 0.283
C 1.914 2.032 1.506
O 3.011 2.602 2.262
S 4.102 3.257 1.166
O 4.765 2.190 0.400
O 4.885 4.353 1.771
O 2.841 3.771 0.270
H 0.810 3.389 0.328
H 1.744 2.258 -0.609
H 2.049 0.986 1.232
H 1.007 2.050 2.110
C 4.610 -0.163 0.471
C 3.270 -0.819 0.819
O 2.597 -0.987 -0.380
S 3.331 -0.446 -1.802
O 2.440 0.507 -2.493
O 4.066 -1.508 -2.494
O 4.395 0.467 -0.816
H 5.471 -0.831 0.459
H 4.797 0.603 1.225
H 2.675 -0.256 1.538
H 3.422 -1.851 1.137
C 0.831 3.450 -1.546
C -0.111 2.412 -2.293
O -0.358 2.834 -3.585
S 0.624 4.121 -3.996
O -0.182 5.135 -4.708
O 1.974 3.692 -4.470
O 0.635 4.542 -2.406
H 1.893 3.242 -1.670
H 0.481 3.687 -0.541
H -0.999 2.369 -1.661
H 0.280 1.399 -2.209
C -2.777 0.771 -0.377
O -2.612 1.182 0.816
N -3.846 0.154 -0.916
C -3.928 -0.167 -2.346
C -5.029 -0.212 -0.110
H -2.044 1.033 -1.155
H -2.948 -0.065 -2.811
H -4.632 0.359 -2.991
H -4.206 -1.195 -2.576
H -5.370 -1.110 -0.626
H -4.771 -0.616 0.869
H -5.946 0.375 -0.144